Record 1
This record from the Open Molecules 2025 dataset describes C4H8O2 in the gas phase. The level of theory is ωB97M-V/def2-TZVPD.

Structure (XYZ):
```
14
Properties=species:S:1:pos:R:3:lowdin_charge:R:1
O 0.64 1.68 -0.50 -0.089
C 0.27 1.17 0.77 -0.216
C 0.22 -0.38 0.80 -0.227
C 0.93 -0.87 -0.43 -0.044
C -0.64 -0.84 -0.30 -0.293
O -1.65 0.07 -0.66 -0.025
H 0.09 1.21 -1.15 0.077
H 1.04 1.53 1.46 0.122
H -0.70 1.58 1.06 0.116
H 0.24 -0.85 1.77 0.135
H 1.67 -0.16 -0.79 0.105
H 1.26 -1.89 -0.56 0.094
H -0.98 -1.87 -0.37 0.140
H -2.39 -0.38 -1.08 0.104
```

The orbital gap is 10.24 eV. As for the SMILES: OC[C@@H]1C[C@@H]1O. The value obtained for the HOMO energy is -9.5892 eV.

***

Record 2
This record from the Open Molecules 2025 dataset describes C4H8O2 in the gas phase. The level of theory is ωB97M-V/def2-TZVPD.

Structure (XYZ):
```
14
Properties=species:S:1:pos:R:3:lowdin_charge:R:1
C -2.11 -0.16 -0.32 -0.050
C -1.02 0.65 0.77 -0.047
C 0.24 -0.02 0.30 -0.561
O 0.15 -1.01 -0.38 0.045
O 1.43 0.54 0.54 -0.029
C 2.46 -0.15 -0.19 -0.054
H -3.09 0.00 0.12 0.035
H -2.01 0.23 -1.34 0.061
H -2.05 -1.29 -0.48 0.089
H -0.79 1.76 1.00 0.134
H -1.37 0.31 1.75 0.094
H 3.36 0.46 -0.07 0.090
H 2.62 -1.16 0.21 0.097
H 2.18 -0.24 -1.24 0.096
```

The orbital gap is 11.07 eV. As for the SMILES: CCC(=O)OC. The value obtained for the HOMO energy is -10.0824 eV.

***

Record 3
This record from the Open Molecules 2025 dataset describes 2 unconnected molecules or ions with the total composition C4H8O2. The level of theory is ωB97M-V/def2-TZVPD.

Structure (XYZ):
```
14
Properties=species:S:1:pos:R:3:lowdin_charge:R:1
C 1.78 1.26 -0.21 -0.089
C 1.39 -0.21 -0.26 -0.324
O 0.03 -0.43 -0.12 -0.113
C -1.99 -1.20 0.78 0.121
C -2.22 -0.18 -0.14 -0.334
O -1.62 -0.22 -1.25 0.000
H 1.47 1.71 0.75 0.072
H 1.27 1.81 -1.01 0.075
H 2.86 1.40 -0.33 0.071
H 1.74 -0.68 -1.19 0.123
H 1.89 -0.77 0.55 0.130
H -2.35 -1.12 1.81 0.072
H -1.52 -2.11 0.46 0.078
H -2.74 0.74 0.17 0.116
```

The orbital gap (spin up / spin down) is 8.74 / 8.34 eV. The value obtained for the HOMO energy (spin up / spin down) is -9.4948 / -9.5895 eV.

***

Record 4
This record from the Open Molecules 2025 dataset describes C4H8O2 in the gas phase. The level of theory is ωB97M-V/def2-TZVPD.

Structure (XYZ):
```
14
Properties=species:S:1:pos:R:3:lowdin_charge:R:1
O -1.25 0.34 1.35 -0.022
C -1.01 -0.17 0.05 -0.363
C -0.18 0.81 -0.78 -0.113
C 1.19 0.65 -0.11 -0.182
O 1.20 -0.66 0.48 -0.143
C -0.02 -1.33 0.14 -0.156
H -0.41 0.25 1.82 0.093
H -1.98 -0.42 -0.39 0.151
H -0.58 1.82 -0.73 0.121
H -0.14 0.49 -1.83 0.119
H 1.34 1.39 0.68 0.119
H 2.03 0.75 -0.82 0.118
H 0.08 -1.88 -0.80 0.128
H -0.27 -2.03 0.95 0.132
```

The orbital gap is 10.84 eV. As for the SMILES: O[C@H]1CCOC1. The value obtained for the HOMO energy is -9.8691 eV.

***

Record 5
This record from the Open Molecules 2025 dataset describes 2 unconnected molecules or ions with the total composition C4H8O2. The level of theory is ωB97M-V/def2-TZVPD.

Structure (XYZ):
```
14
Properties=species:S:1:pos:R:3:lowdin_charge:R:1
C -1.39 0.54 -1.11 0.011
C -1.43 1.23 0.04 -0.271
O -0.52 2.21 0.37 -0.018
H -1.94 -0.35 -1.30 0.068
H -0.52 0.88 -1.66 0.067
H -2.25 1.22 0.74 0.113
H 0.21 1.77 0.81 0.093
C 1.76 -1.17 -0.78 0.002
C 1.38 -1.51 0.47 -0.281
O 0.14 -1.33 0.96 -0.010
H 2.76 -1.36 -1.14 0.043
H 1.12 -0.46 -1.29 0.026
H 2.24 -1.66 1.12 0.107
H -0.49 -1.02 0.29 0.052
```

The orbital gap is 9.80 eV. As for the SMILES: C=CO.C=CO. The value obtained for the HOMO energy is -8.9119 eV.

***

Record 6
This record from the Open Molecules 2025 dataset describes a molecular structure, C4H8O2. The level of theory is ωB97M-V/def2-TZVPD.

Structure (XYZ):
```
14
Properties=species:S:1:pos:R:3:lowdin_charge:R:1
C 0.31 -0.09 1.55 -0.047
C 0.38 0.04 0.06 -0.301
C 0.07 1.34 -0.54 -0.333
O -0.66 1.46 -1.52 0.008
C -0.10 -1.12 -0.78 -0.239
O -1.49 -0.93 -0.82 -0.064
H 0.64 0.82 2.05 0.084
H 0.90 -0.94 1.89 0.083
H -0.73 -0.27 1.84 0.099
H 1.50 0.71 -0.38 0.244
H 0.26 2.24 0.06 0.135
H -1.54 -0.06 -1.30 0.078
H 0.10 -2.09 -0.33 0.124
H 0.36 -1.10 -1.77 0.127
```

The orbital gap is 10.65 eV. The value obtained for the HOMO energy is -9.8843 eV.

***

| no. | strongest force on any atom (eV/A) |
| --- | --- |
| 1 | 0.86 |
| 2 | 2.25 |
| 3 | 2.23 |
| 4 | 0.33 |
| 5 | 2.76 |
| 6 | 3.60 |